1:
{"formula": "C49H80N6P2STa", "method": "the ωB97M-V functional and the def2-TZVPD basis", "species": ["H", "C", "C", "H", "H", "H", "H", "H", "H", "H", "C", "C", "H", "H", "C", "H", "H", "C", "Ta", "H", "C", "H", "H", "H", "C", "H", "P", "C", "C", "C", "H", "H", "H", "C", "C", "C", "H", "H", "H", "H", "H", "C", "N", "C", "H", "H", "N", "H", "H", "C", "H", "H", "H", "H", "H", "C", "H", "H", "C", "H", "C", "H", "H", "H", "C", "H", "N", "C", "C", "C", "N", "N", "C", "C", "H", "N", "P", "H", "C", "H", "H", "H", "H", "C", "H", "C", "C", "H", "H", "H", "C", "H", "H", "H", "H", "H", "H", "C", "H", "H", "H", "H", "H", "H", "H", "H", "H", "C", "H", "C", "C", "C", "C", "C", "S", "C", "H", "C", "H", "C", "H", "H", "H", "H", "H", "C", "H", "C", "H", "C", "C", "C", "C", "C", "C", "H", "H", "H", "H"], "coordinates": [[-0.159, -3.884, -0.527], [1.258, -2.262, 3.248], [-5.866, 0.131, -0.778], [0.043, 2.267, 4.130], [-2.035, 4.070, -0.053], [-1.513, -2.839, 1.389], [0.102, -0.773, -4.342], [-2.524, 0.933, -6.487], [6.176, -3.581, -2.302], [-1.862, -2.346, -4.732], [3.792, -2.660, 1.744], [-3.127, -0.648, -5.138], [-2.616, 0.533, 1.171], [-0.848, 2.775, -2.402], [-3.453, 1.408, -1.734], [-5.073, -0.438, -2.694], [-3.045, 0.399, 2.880], [2.265, 2.118, -3.117], [0.830, -0.118, -0.189], [2.982, 4.245, 0.802], [3.191, 2.651, 3.746], [0.276, -3.305, 5.438], [-4.090, -3.291, -0.175], [-1.505, -4.617, 3.348], [-1.228, 3.401, 0.253], [0.201, 4.129, -2.796], [1.374, 2.427, -0.515], [3.119, -1.475, -1.293], [-1.063, -4.439, -0.798], [-2.490, -1.641, -4.178], [-6.572, 2.153, -0.448], [2.987, 2.337, -3.906], [3.598, -3.544, 2.353], [-2.362, -3.463, 1.084], [6.454, -2.539, -2.157], [-0.982, 2.032, 3.848], [-2.012, -3.569, 6.225], [7.377, -2.466, -1.587], [-0.026, 0.392, -3.032], [-3.246, -2.227, -3.655], [1.853, -3.113, 3.556], [-5.864, 1.625, -1.086], [4.086, -2.133, -1.862], [3.405, 3.626, 2.788], [1.278, 2.383, -3.491], [-1.582, 2.381, 0.136], [-2.472, -2.410, -1.153], [3.796, -0.507, 2.010], [-1.237, -5.315, 1.164], [-0.055, -2.184, 3.725], [-2.678, -2.852, 4.768], [6.629, -2.111, -3.148], [4.792, 2.986, -2.151], [4.258, 1.395, -1.705], [3.713, -2.306, 4.462], [-0.516, 3.761, -2.072], [-3.574, -1.754, 0.518], [2.294, 1.038, -2.947], [-3.214, -2.690, 0.094], [-0.578, 1.832, 1.765], [2.834, 3.467, 1.540], [-1.746, -1.861, 5.907], [-1.809, -0.968, 3.737], [-0.853, -5.353, 4.805], [-1.855, -4.758, 0.461], [-0.389, 1.453, -5.253], [-3.485, -0.020, -1.371], [3.400, -1.386, 2.504], [-0.017, 3.731, -0.618], [2.810, 4.391, -2.163], [-1.613, -0.969, -3.182], [-0.843, -0.203, -0.789], [1.115, -0.058, 2.157], [-0.665, -4.601, 4.040], [-6.847, -0.301, -0.975], [3.209, -0.474, -0.400], [-2.134, -0.904, -1.638], [-1.379, 4.428, -2.110], [-4.836, -0.587, -1.634], [-2.741, -4.229, -2.120], [-3.041, 1.968, 2.118], [-2.441, 1.782, -1.597], [-0.736, -5.350, -1.299], [2.058, 2.351, 1.196], [3.270, 4.935, -1.339], [1.888, -1.236, 2.587], [-0.594, -0.116, -3.810], [1.291, 5.539, -0.657], [3.990, 4.508, 3.012], [-5.642, -0.042, 0.280], [-0.535, -3.224, 4.704], [-4.177, 2.184, 0.133], [-1.319, -3.339, -2.652], [-1.803, 1.615, -4.216], [-1.438, 1.466, 4.662], [1.901, 4.898, -2.454], [-2.961, -3.655, 1.976], [-2.520, 1.012, 2.148], [4.573, 0.675, 0.657], [4.861, -2.656, 1.530], [3.871, -0.550, 4.490], [-1.035, 3.607, 1.303], [-3.821, -0.003, -4.590], [3.495, 4.467, -3.008], [-3.720, -1.199, -5.870], [3.244, -2.791, 0.811], [6.556, -0.495, -0.279], [5.342, -1.799, -1.509], [0.706, 5.067, 0.942], [-1.063, 1.239, 2.535], [5.556, -0.777, -0.577], [4.054, -1.441, 3.894], [-2.064, 0.202, -5.823], [-1.198, 0.894, -4.777], [1.427, -1.851, -1.655], [4.107, 2.446, -1.497], [-0.385, 5.790, -0.222], [2.684, 2.888, -1.854], [-1.532, 2.968, 3.749], [-4.463, 2.203, -0.921], [3.596, 2.761, 4.744], [-3.689, 1.505, -2.801], [-4.436, 3.244, -1.249], [0.239, -4.890, 3.503], [2.261, 0.795, 4.200], [-1.895, -3.625, -1.775], [-1.435, -0.437, -6.450], [0.459, 5.105, -0.119], [5.133, -1.539, 3.772], [2.444, 1.531, 3.429], [-1.814, -2.843, 5.438], [1.878, 1.314, 2.169], [-0.257, -0.021, 2.648], [4.463, -0.131, -0.056], [-0.803, -1.071, 3.358], [4.393, 2.680, -0.473], [-6.200, 1.776, -2.117], [-2.705, -5.401, 0.214], [-4.833, -1.655, -1.448]], "lowdin_charge": [0.06, 0.04, -0.16, 0.08, 0.11, 0.10, 0.13, 0.12, 0.10, 0.14, -0.04, -0.16, 0.05, 0.05, -0.20, 0.12, 0.09, -0.09, 1.40, 0.10, -0.01, 0.16, 0.14, 0.06, -0.10, 0.07, 1.11, -0.78, -0.18, -0.17, 0.12, 0.11, 0.09, -0.18, 0.01, 0.00, 0.10, 0.10, 0.03, 0.11, 0.13, -0.17, 0.16, -0.02, 0.06, 0.04, -0.19, 0.08, 0.11, -0.11, 0.09, 0.11, 0.11, 0.06, 0.09, -0.07, 0.11, 0.06, -0.18, 0.06, -0.09, 0.09, 0.12, 0.10, -0.18, 0.12, -0.19, -0.37, -0.62, -0.07, -0.19, -0.33, -0.26, -0.03, 0.13, -0.07, 0.68, 0.11, -0.18, 0.14, 0.09, 0.06, 0.13, -0.31, 0.09, -0.13, -0.23, 0.06, 0.13, 0.12, -0.35, 0.09, 0.10, 0.10, 0.10, 0.06, 0.12, -0.05, 0.13, 0.09, 0.07, 0.09, 0.10, 0.11, 0.13, 0.07, 0.14, -0.26, 0.09, -0.40, 0.03, -0.02, -0.17, -0.18, 0.75, -0.08, 0.11, -0.61, 0.10, -0.17, 0.13, 0.12, 0.12, 0.08, 0.13, -0.17, 0.13, -0.06, 0.10, -0.04, -0.05, -0.19, -0.15, -0.15, 0.03, 0.08, 0.13, 0.13, 0.10], "total_charge": 3, "lumo_ha": -0.3308}

***

2:
{"formula": "C49H80N6P2STa", "method": "the ωB97M-V functional and the def2-TZVPD basis", "species": ["H", "H", "H", "S", "C", "H", "N", "H", "H", "H", "H", "C", "C", "C", "H", "C", "C", "C", "H", "C", "H", "H", "P", "C", "C", "C", "H", "N", "C", "H", "N", "H", "H", "C", "H", "C", "N", "H", "C", "H", "H", "H", "H", "H", "H", "N", "H", "H", "C", "C", "N", "H", "H", "H", "H", "C", "H", "C", "H", "H", "C", "C", "H", "H", "H", "C", "C", "H", "H", "C", "C", "H", "H", "C", "H", "Ta", "H", "H", "H", "H", "H", "H", "H", "C", "C", "H", "H", "H", "H", "C", "H", "C", "H", "H", "H", "C", "P", "H", "H", "C", "C", "H", "C", "H", "H", "C", "C", "C", "H", "H", "C", "H", "C", "C", "H", "C", "H", "H", "H", "H", "H", "H", "H", "H", "H", "H", "H", "C", "C", "C", "C", "C", "H", "C", "H", "C", "H", "C", "H"], "coordinates": [[2.642, -3.566, -1.975], [-2.241, -2.542, 1.487], [-0.377, 4.834, -1.862], [1.897, 0.553, -1.905], [0.576, -2.467, -2.974], [-0.710, -0.114, 5.685], [4.093, -0.790, -2.443], [1.495, 3.902, 1.664], [2.235, -1.705, 5.661], [-4.071, 1.692, -0.416], [-3.419, -0.963, -0.843], [3.654, 0.111, -1.603], [-3.211, 1.938, 0.207], [-3.362, -3.112, -0.845], [-3.148, -1.101, 4.153], [1.258, -5.184, -1.673], [-1.187, -0.590, 4.823], [-1.085, 3.278, 0.442], [2.032, -5.934, -1.517], [2.519, 2.948, 4.478], [-0.210, 3.657, -0.081], [0.391, 3.017, 4.193], [-1.506, 1.922, -1.935], [0.818, -2.474, 2.766], [0.131, 4.142, -2.528], [2.805, 3.999, 3.402], [6.098, 0.964, 0.267], [1.203, -1.123, 3.191], [-1.955, 3.864, -3.928], [3.256, 1.494, 2.291], [0.022, 0.137, 1.052], [-3.252, 2.595, 4.541], [-3.754, -1.673, 1.422], [-1.506, -1.012, -5.831], [-2.387, 4.946, -1.270], [-2.629, -0.407, -3.023], [-0.974, 0.245, 3.607], [-3.366, -3.291, -1.919], [2.608, -1.033, 3.655], [-5.615, -1.085, -4.480], [3.184, -3.757, 3.597], [-3.420, 4.561, 0.090], [0.938, -5.240, -2.715], [-1.753, 2.181, 5.343], [0.881, 1.956, -3.849], [4.250, 0.760, -0.635], [-2.565, 3.176, -4.512], [2.814, -0.011, 3.963], [-4.832, -0.511, -4.002], [-0.304, -2.383, -0.750], [1.225, 1.553, 2.904], [-4.391, -3.172, -0.491], [-4.190, 2.608, -2.905], [5.557, -3.093, -3.030], [-1.807, -0.007, -5.538], [-3.016, 4.169, -0.845], [-2.794, -3.916, -0.372], [1.010, -0.933, -5.428], [0.361, -3.337, 4.690], [-2.595, 4.455, -3.284], [1.057, -3.503, 3.865], [-2.561, 1.773, 4.731], [-1.423, 4.077, 1.107], [-2.724, 1.008, 0.506], [2.753, -2.822, 0.398], [-2.244, 2.888, -0.496], [-5.020, 0.840, -3.736], [2.089, 1.600, 0.985], [3.315, 2.200, 4.513], [1.807, -3.791, -1.306], [5.551, 0.450, -0.513], [0.278, 3.102, -5.030], [2.485, 3.414, 5.463], [2.445, 3.474, 1.995], [-2.236, -0.779, 1.449], [0.072, 0.027, -0.713], [-4.343, 0.640, 5.257], [-5.944, 1.329, -4.015], [-0.239, -2.621, -5.324], [1.420, -2.729, 1.893], [0.948, 1.557, 5.015], [0.404, -5.440, -1.041], [2.617, -4.111, 5.221], [-1.413, -1.164, -2.575], [-2.762, -1.744, -0.466], [5.670, -1.864, -4.285], [-2.384, -1.650, -5.768], [7.047, -2.155, -3.200], [-0.328, -2.769, 0.262], [-0.025, 2.388, -4.261], [-3.587, 2.425, 1.109], [0.716, -2.801, -1.632], [2.217, 4.892, 3.615], [3.888, -1.942, 5.099], [0.593, 4.738, -3.317], [2.315, 1.960, 1.987], [0.379, 0.188, 2.727], [-1.511, 2.144, 2.887], [-3.165, 0.773, 6.544], [5.402, -1.094, -2.321], [-1.426, -1.668, -1.230], [3.852, 4.294, 3.448], [2.324, -3.789, 0.121], [3.274, -1.282, 2.820], [1.042, -0.814, -6.510], [-4.020, 1.562, -3.112], [2.492, -3.430, 4.381], [-0.435, -1.677, -3.499], [-1.485, 4.553, -4.633], [3.199, 3.766, 1.264], [5.963, -2.106, -3.263], [0.843, -4.497, 3.466], [-0.811, 3.139, -3.202], [2.841, -2.004, 4.801], [1.305, -2.878, -3.663], [-2.680, -0.728, 5.069], [-2.857, -1.473, 5.843], [-0.774, 2.446, 1.064], [-0.621, 1.617, -4.747], [7.219, -0.689, -1.236], [-2.786, 0.928, 2.768], [-0.716, -1.554, 4.675], [1.543, -4.057, 0.834], [1.159, 0.034, -4.973], [3.111, -4.536, 0.219], [0.939, 3.646, -1.985], [-3.865, 4.000, -1.505], [-3.647, -1.126, -3.644], [6.167, -0.466, -1.344], [-1.984, 1.308, 3.401], [-0.334, -1.572, -5.026], [-2.727, -1.663, 1.057], [1.857, -1.557, -5.136], [-2.814, 0.954, -2.743], [-1.208, -0.977, -6.878], [1.185, 2.266, 4.221], [-0.232, -2.457, 2.473], [-3.273, 0.627, 5.469], [-3.504, -2.177, -3.861]], "lowdin_charge": [0.14, 0.08, 0.08, 0.68, 0.01, 0.13, 0.12, 0.10, 0.12, 0.09, 0.12, -0.69, -0.09, -0.01, 0.11, -0.02, -0.16, -0.11, 0.10, -0.17, 0.05, 0.12, 1.14, -0.21, -0.07, -0.16, 0.13, -0.19, -0.06, 0.11, -0.30, 0.12, 0.11, -0.04, 0.08, -0.23, -0.18, 0.08, -0.16, 0.13, 0.12, 0.11, 0.09, 0.11, 0.01, 0.08, 0.08, 0.10, -0.01, -0.09, -0.19, 0.11, 0.10, 0.09, 0.07, -0.06, 0.10, -0.03, 0.11, 0.07, -0.16, -0.16, 0.11, 0.04, 0.08, -0.65, -0.01, 0.05, 0.11, -0.35, -0.07, 0.11, 0.13, -0.15, 0.02, 1.29, 0.12, 0.13, 0.15, 0.06, 0.11, 0.10, 0.12, -0.13, -0.34, 0.10, 0.08, 0.09, 0.11, -0.10, 0.10, -0.16, 0.12, 0.13, 0.11, -0.21, 0.67, 0.09, 0.12, -0.28, -0.31, 0.12, -0.05, 0.13, 0.10, -0.07, -0.18, -0.06, 0.11, 0.12, 0.00, 0.12, -0.65, -0.16, 0.14, -0.16, 0.13, 0.01, 0.07, 0.13, 0.10, 0.08, 0.07, 0.05, 0.11, 0.07, 0.08, -0.04, 0.03, -0.20, -0.32, -0.07, 0.08, -0.30, 0.10, -0.16, 0.10, -0.16, 0.13], "total_charge": 3, "lumo_ha": -0.3429}

***

Stability, lowest: 2

***

1:
{"formula": "C6H10N4", "method": "the ωB97M-V functional and the def2-TZVPD basis", "species": ["C", "C", "C", "C", "H", "N", "N", "H", "H", "C", "C", "H", "H", "H", "N", "H", "H", "H", "H", "N"], "coordinates": [[0.758, 1.833, -0.058], [-1.777, -0.781, 0.174], [1.716, 0.786, 0.630], [-0.449, -0.306, 0.196], [1.715, 0.943, 1.699], [-2.553, 0.304, -0.053], [1.267, -0.607, 0.510], [2.645, 0.788, 0.031], [1.093, 2.228, -0.947], [-0.485, 1.059, -0.127], [1.642, -1.358, -0.656], [2.848, -1.256, -0.608], [-2.079, -2.577, 1.191], [1.211, -1.108, -1.617], [-1.825, 1.393, -0.305], [1.317, -2.358, -0.516], [-3.233, -2.017, -0.044], [0.675, 2.762, 0.568], [-2.244, 2.321, -0.371], [-2.241, -2.047, 0.304]], "nbo_charge": [-0.46, 0.25, -0.22, 0.00, 0.21, -0.32, -0.39, 0.20, 0.21, 0.10, -0.41, 0.18, 0.40, 0.18, -0.34, 0.20, 0.39, 0.22, 0.41, -0.83], "smiles": "CN1CCc2[nH]nc(N)c21", "lumo_ha": 0.0371}

***

2:
{"formula": "C6H10N4", "method": "the ωB97M-V functional and the def2-TZVPD basis", "species": ["H", "H", "H", "C", "H", "N", "C", "H", "C", "H", "C", "C", "N", "H", "N", "H", "N", "C", "H", "H"], "coordinates": [[-1.004, -2.817, -0.370], [-0.620, 1.542, 1.455], [-2.293, -0.072, -0.569], [3.542, -0.337, 0.489], [2.040, -0.390, -2.285], [0.234, 0.288, -0.282], [-1.125, -1.807, -0.665], [-2.557, -1.061, 0.906], [-0.521, -0.777, 0.286], [-1.090, -1.668, -1.845], [-1.980, -0.855, 0.032], [2.427, -0.146, -1.292], [1.573, 0.008, -0.168], [1.191, 2.056, 1.012], [2.317, -0.185, 0.931], [-0.181, -1.198, 1.316], [3.656, -0.381, -0.878], [0.057, 1.910, 0.768], [4.224, -0.623, 1.242], [-0.084, 2.662, 0.031]], "nbo_charge": [0.22, 0.20, 0.22, 0.12, 0.22, -0.26, -0.41, 0.22, -0.09, 0.22, -0.43, 0.17, -0.07, 0.22, -0.29, 0.21, -0.47, -0.39, 0.20, 0.21], "lumo_ha": 0.0308}

***

Stability, lowest: 2